Density functional theory data (ωB97M-V with the def2-TZVPD basis set) for an isolated molecule of C24H26FN3O3S.

Structure (XYZ):
```
58
Properties=species:S:1:pos:R:3:forces:R:3
O 1.2331 0.6237 1.4577 0.167 0.429 -0.092
C 0.9619 -0.4270 2.0055 -0.013 -0.457 0.442
N -0.3054 -0.8682 2.1484 -0.353 -0.046 0.160
H -0.4786 -1.7690 2.5663 0.204 -0.010 -0.052
C -1.4479 -0.1059 1.7078 -0.447 0.194 0.002
H -2.0097 -0.6614 0.9488 0.048 0.080 0.018
H -1.0622 0.8129 1.2617 -0.063 -0.042 -0.053
C -2.3938 0.2267 2.8783 0.460 -0.201 0.045
C -1.7695 1.2363 3.8470 -0.191 -0.165 -0.064
H -2.2126 1.1219 4.8365 0.039 -0.027 0.010
C -2.1593 2.5822 3.2263 -0.056 -0.030 -0.088
H -1.3373 2.9942 2.6456 0.014 0.046 0.008
C -3.3448 2.2345 2.3065 -0.077 0.382 -0.105
H -4.2716 2.7329 2.6008 0.081 0.003 -0.065
H -3.1232 2.4959 1.2649 -0.026 0.013 0.071
O -3.5758 0.8379 2.4143 -0.102 -0.199 -0.022
H -2.4420 3.3084 3.9853 0.034 0.037 0.003
H -0.6921 1.1089 3.9241 0.061 -0.009 0.071
H -2.6924 -0.7066 3.3695 0.046 0.069 0.001
C 2.0338 -1.3324 2.5945 0.215 0.166 -0.159
C 3.2477 -1.3674 1.6655 -0.181 -0.081 -0.040
H 3.4542 -0.3489 1.3316 0.064 -0.044 0.110
C 3.0053 -2.2762 0.4583 0.536 -0.111 0.357
N 1.7710 -1.9754 -0.2466 -0.244 -0.223 0.086
C 1.6835 -0.9549 -1.1478 -0.366 0.408 -0.723
N 0.6422 -0.6587 -1.8374 0.434 -0.002 -0.101
C -0.5038 -1.3663 -1.6319 -0.231 -0.623 0.443
C -1.6631 -1.0201 -2.3358 -0.064 -0.075 0.044
C -2.8258 -1.7219 -2.1211 0.060 0.104 -0.073
C -2.8657 -2.7807 -1.2123 -0.011 -0.135 0.141
C -1.7352 -3.1303 -0.5109 0.066 -0.022 0.033
C -0.5447 -2.4270 -0.7114 -0.249 0.249 -0.348
C 0.6527 -2.7646 0.0419 -0.015 -0.139 -0.077
O 0.7210 -3.6530 0.8727 -0.066 -0.125 0.093
H -1.7374 -3.9425 0.2007 -0.020 -0.073 0.053
H -3.7876 -3.3206 -1.0587 -0.069 -0.051 0.023
H -3.7220 -1.4518 -2.6601 -0.070 0.036 -0.050
H -1.6146 -0.1955 -3.0288 0.013 0.104 -0.070
S 3.1018 0.0364 -1.3871 0.542 0.259 -0.068
C 2.5067 1.1663 -2.6882 0.058 -0.495 0.198
C 1.2214 1.8687 -2.3770 -0.233 0.506 -0.042
C 0.9502 2.3613 -1.1083 -0.069 0.177 0.008
C -0.2489 3.0119 -0.8929 0.028 -0.043 -0.226
C -1.1821 3.2064 -1.8935 -0.030 0.019 0.225
C -0.8920 2.7263 -3.1585 0.057 -0.011 -0.026
C 0.2976 2.0635 -3.3982 0.119 0.098 -0.004
H 0.5087 1.6830 -4.3866 0.021 -0.085 -0.100
H -1.6028 2.8656 -3.9594 -0.065 0.020 -0.070
H -2.1070 3.7180 -1.6788 -0.082 0.060 0.052
F -0.5244 3.4825 0.3434 0.018 -0.030 0.000
H 1.6262 2.2090 -0.2818 0.047 -0.041 0.096
H 3.3263 1.8806 -2.7972 0.021 -0.094 -0.007
H 2.4136 0.5827 -3.6036 -0.009 0.131 -0.015
H 3.8375 -2.1921 -0.2461 -0.096 -0.115 0.033
H 2.9120 -3.3131 0.7941 0.089 0.188 -0.157
H 4.1231 -1.7426 2.1960 0.033 0.005 -0.006
H 1.6475 -2.3376 2.7628 -0.010 0.009 0.076
H 2.3245 -0.9015 3.5555 -0.067 0.010 0.003
```
Positions in Å, forces in eV/Å.

Calculated values
SMILES: O=C(CCCn1c(SCc2cccc(F)c2)nc2ccccc2c1=O)NC[C@H]1CCCO1
LUMO level: 0.51 eV
HOMO-LUMO gap: 0.324 Eh
E_HOMO: -8.32 eV
total charge: 0

Density functional theory data (ωB97M-V with the def2-TZVPD basis set) for a cluster of 2 separate species, C2H2OS in total.

Structure (XYZ):
```
6
Properties=species:S:1:pos:R:3:forces:R:3
C 1.2895 0.0293 0.0064 0.967 -1.484 -2.071
C -1.3820 0.2330 0.3878 -0.007 4.206 -0.785
O -2.0613 1.0372 -0.1629 0.841 -1.618 0.758
S 2.8982 0.0677 0.0408 -2.197 0.176 0.257
H 0.7305 -0.5825 -0.8473 1.001 1.195 1.675
H -1.4749 -0.7847 0.5753 -0.606 -2.476 0.165
```
Positions in Å, forces in eV/Å.

Calculated values
LUMO level (alpha / beta): -0.59 / -0.91 eV
HOMO-LUMO gap (alpha / beta): 0.288 / 0.263 Eh
E_HOMO (alpha / beta): -8.42 / -8.07 eV
total charge: 0

Density functional theory data (ωB97M-V with the def2-TZVPD basis set) for a structure of composition C38H42As2Cl2MnN3O2S.

Structure (XYZ):
```
91
Properties=species:S:1:pos:R:3:forces:R:3
Mn -0.1596 0.2084 0.2042 0.294 0.628 0.046
C -0.8143 -1.5501 3.7103 0.012 0.020 -0.018
C 0.2271 -1.5680 2.6268 0.005 -0.005 -0.006
C 1.0566 -0.4574 2.4039 0.170 -0.214 0.199
C 2.0616 -0.5017 1.4382 0.146 -0.080 0.116
C 2.2365 -1.6431 0.6588 0.004 0.019 -0.040
C 1.4185 -2.7406 0.8688 0.001 -0.019 -0.013
C 0.4269 -2.7007 1.8434 -0.017 0.004 -0.010
H -1.6646 -0.9239 3.4342 0.004 0.000 -0.006
H -0.4038 -1.1396 4.6330 -0.007 -0.003 0.005
H -1.1796 -2.5551 3.9148 -0.003 -0.001 0.006
H 0.9781 0.4026 3.0574 -0.074 0.034 -0.059
H 2.7374 0.3345 1.3200 -0.065 0.037 -0.031
H 3.0093 -1.6705 -0.0966 0.028 0.003 -0.043
H 1.5633 -3.6366 0.2788 -0.008 0.002 0.006
H -0.1923 -3.5736 2.0170 0.010 -0.005 0.002
C -3.5980 -1.9654 -0.3552 0.000 0.000 0.054
As -1.8162 -1.4373 -0.9237 -0.337 -0.183 -0.327
C -1.0690 -3.1607 -1.3976 0.021 -0.005 -0.009
C -2.1995 -0.6857 -2.6892 0.019 -0.050 -0.008
C -2.6350 -1.5327 -3.7042 -0.010 0.018 0.000
C -2.8509 -1.0533 -4.9869 -0.022 0.028 0.018
C -2.6280 0.2856 -5.2679 -0.016 -0.013 0.026
C -2.2288 1.1442 -4.2543 0.005 -0.021 0.005
C -2.0226 0.6737 -2.9611 -0.027 0.050 0.001
As -1.6092 1.8819 -1.4867 -0.271 -0.129 -0.242
C -1.0637 3.5044 -2.4108 0.045 -0.009 0.006
C -3.4446 2.3783 -1.0477 0.008 0.054 0.017
H -4.0849 -2.4979 -1.1706 -0.027 -0.010 0.022
H -4.1855 -1.0872 -0.0942 0.005 0.008 -0.013
H -3.5264 -2.6155 0.5159 0.005 0.003 0.000
H -1.7049 -3.6746 -2.1146 0.008 -0.022 0.008
H -0.9829 -3.7666 -0.4977 0.006 0.010 -0.004
H -0.0834 -2.9929 -1.8261 0.037 -0.010 -0.021
H -2.8077 -2.5832 -3.5068 0.008 -0.008 -0.007
H -3.1843 -1.7274 -5.7652 -0.005 -0.002 -0.007
H -2.7767 0.6654 -6.2702 -0.007 0.005 -0.006
H -2.0816 2.1926 -4.4814 -0.003 -0.002 -0.008
H -1.8850 3.8987 -3.0069 0.025 0.024 -0.021
H -0.2008 3.3112 -3.0464 0.000 -0.018 0.000
H -0.7842 4.2398 -1.6571 -0.004 0.007 -0.012
H -3.9999 2.5750 -1.9635 -0.016 0.019 0.014
H -3.4387 3.2676 -0.4180 0.003 -0.008 0.013
H -3.9206 1.5705 -0.4941 0.003 -0.010 -0.008
N 0.2442 3.4143 1.5735 -0.003 -0.148 -0.236
C -0.8931 3.0571 2.1705 0.012 0.130 0.002
S -1.6409 1.5332 1.9889 0.245 -0.019 -0.079
N -1.4916 3.9524 2.9735 -0.035 -0.090 0.118
C -1.0026 5.2350 3.3699 -0.049 -0.002 -0.069
C -1.8711 6.3163 3.3070 0.002 0.031 -0.036
C -1.4423 7.5666 3.7230 0.010 0.009 -0.004
C -0.1461 7.7416 4.1870 -0.002 -0.024 -0.001
C 0.7153 6.6562 4.2532 -0.005 0.020 0.001
C 0.2887 5.3967 3.8575 -0.006 -0.014 0.028
H 0.6730 2.8293 0.8614 -0.051 -0.027 0.036
H 0.5667 4.3672 1.6481 0.014 -0.003 0.038
H -2.3838 3.6593 3.3429 0.057 -0.012 0.016
H -2.8772 6.1757 2.9317 0.003 -0.002 -0.003
H -2.1207 8.4076 3.6758 -0.003 -0.002 0.005
H 0.1881 8.7194 4.5053 0.004 0.000 0.000
H 1.7198 6.7828 4.6339 0.002 0.000 -0.002
H 0.9470 4.5429 3.9526 0.000 -0.009 0.006
Cl 3.6632 -2.6739 -3.0565 -0.020 0.098 0.024
C 2.4763 -2.0572 -4.1685 0.040 -0.107 -0.005
C 1.3493 -2.8326 -4.3786 -0.054 -0.037 0.045
C 0.3909 -2.4550 -5.3008 0.056 0.027 -0.012
C 0.5745 -1.2874 -6.0227 -0.002 -0.026 -0.009
C 1.7022 -0.5224 -5.8040 -0.040 0.005 0.035
Cl 1.8887 0.9516 -6.7136 0.004 -0.002 0.004
C 2.7003 -0.8718 -4.8767 -0.096 0.109 0.007
N 3.8283 -0.0846 -4.7544 0.261 -0.132 -0.182
C 4.5165 0.2455 -3.5527 -0.125 0.039 0.032
C 5.8609 -0.0870 -3.4347 0.034 -0.030 0.040
C 6.5697 0.2378 -2.2919 -0.012 0.001 -0.019
C 5.9293 0.8952 -1.2494 -0.016 0.002 -0.011
C 4.5984 1.2552 -1.3794 0.000 -0.049 0.047
C 3.8788 0.9522 -2.5333 -0.024 -0.013 0.038
C 2.4610 1.4614 -2.6870 -0.006 0.029 -0.039
C 1.5515 0.9591 -1.5955 0.081 0.084 0.123
O 0.9181 -0.1180 -1.7257 -0.044 -0.046 0.082
O 1.4262 1.6556 -0.5367 -0.135 -0.024 0.261
H 1.2569 -3.7609 -3.8317 -0.014 -0.003 0.018
H -0.4788 -3.0738 -5.4722 0.006 0.005 0.006
H -0.1495 -0.9616 -6.7565 0.007 0.003 0.003
H 4.0171 0.5100 -5.5452 -0.046 0.032 0.042
H 6.3323 -0.6277 -4.2451 -0.007 -0.002 0.001
H 7.6150 -0.0286 -2.2106 -0.001 -0.009 0.004
H 6.4725 1.1430 -0.3469 0.000 0.009 0.000
H 4.1036 1.8024 -0.5850 0.003 0.019 -0.004
H 2.0478 1.1672 -3.6495 -0.009 0.033 0.045
H 2.4733 2.5510 -2.6235 0.012 0.001 -0.038
```
Positions in Å, forces in eV/Å.

Calculated values
2S+1: 6
LUMO level (alpha / beta): -1.77 / -2.09 eV
HOMO-LUMO gap (alpha / beta): 0.304 / 0.292 Eh
E_HOMO (alpha / beta): -10.04 / -10.04 eV
total charge: +1

Energy relative to the best compared isomer or geometry (same formula, charge and spin) / kcal/mol: 0.0 89.8 2.0